1.
# C3H8N3O

An isolated ion of composition C3H8N3O and charge +1 (wB97M-V/def2-TZVPD, the OMol25 dataset).

Orbital gap, eV: 9.245
Molar mass, g/mol: 102.117
SMILES string: C/N=C/NOC=[NH2+]
ΔE to the lowest compared entry with this formula, charge and spin, eV: 4.140

```
! wB97M-V def2-TZVPD RIJCOSX def2/J DEFGRID3
* xyz 1 1
C -2.237 -0.650 1.097
N -0.928 -0.505 0.514
C -0.359 -1.297 -0.256
N 0.876 -1.148 -0.800
O 1.482 0.161 -0.933
C 1.367 1.070 -0.032
N 1.953 2.148 -0.490
H -2.007 -1.055 1.977
H -2.813 0.294 1.121
H -2.693 -1.392 0.453
H -0.736 -2.212 -0.531
H 0.914 -1.734 -1.614
H 0.787 1.151 0.820
H 1.825 3.017 -0.027
H 2.571 2.151 -1.299
*
```

---

2.
# C22H25IIrN9OPS3

C22H25IIrN9OPS3 as an isolated structure (wB97M-V/def2-TZVPD, the OMol25 dataset).

Orbital gap (spin up / spin down), eV: 5.486 / 5.523
Molar mass, g/mol: 877.800
ΔE to the lowest compared entry with this formula, charge and spin, eV: 1.922

```
! wB97M-V def2-TZVPD RIJCOSX def2/J DEFGRID3
* xyz 2 2
Ir 0.038 -0.183 0.365
C 0.057 -0.390 5.857
N -0.383 -0.674 4.492
C -1.493 -1.397 4.152
C -1.552 -1.413 2.789
N -0.488 -0.706 2.308
C 0.213 -0.264 3.350
P 1.700 0.799 3.282
C 0.964 2.053 2.182
N 0.035 1.770 1.277
C -0.360 2.964 0.734
C 0.334 3.971 1.330
N 1.163 3.383 2.251
C 2.148 4.078 3.078
C 2.541 -0.136 1.985
N 1.927 -0.620 0.913
C 2.847 -1.342 0.200
C 4.032 -1.292 0.867
N 3.830 -0.534 1.987
C 4.851 -0.178 2.970
H -0.584 -0.933 6.544
H 1.084 -0.716 5.998
H -0.018 0.675 6.067
H -2.141 -1.832 4.893
H -2.277 -1.870 2.136
H -1.112 3.022 -0.033
H 0.300 5.037 1.187
H 2.122 5.134 2.831
H 1.920 3.950 4.134
H 3.145 3.694 2.874
H 2.599 -1.840 -0.721
H 4.988 -1.730 0.635
H 5.769 -0.697 2.714
H 5.035 0.894 2.955
H 4.539 -0.479 3.968
S -1.764 -4.767 -0.492
C -1.584 -3.113 -0.344
S -3.174 -2.540 -0.194
S -0.047 -2.391 -0.370
N -3.750 1.538 -0.466
C -2.744 0.827 -0.979
O -1.931 0.296 -0.222
C -2.728 0.726 -2.494
I 1.035 1.018 -1.789
H -3.826 1.619 0.537
H -4.467 1.958 -1.032
H -2.047 1.484 -2.887
H -3.731 0.940 -2.864
N -2.885 -0.875 -4.383
C -2.328 -0.660 -3.036
N -0.928 -0.833 -3.179
C -0.679 -1.143 -4.405
C 0.595 -1.393 -5.037
C 0.585 -1.646 -6.357
C -0.651 -1.668 -7.125
C -1.881 -1.462 -6.589
C -1.910 -1.191 -5.201
H -3.870 -0.979 -4.584
H -2.718 -1.431 -2.344
H 1.501 -1.348 -4.450
H 1.514 -1.824 -6.882
H -0.577 -1.854 -8.190
H -2.779 -1.484 -7.190
*
```

---

3.
# C3H9N4

A 2-piece molecular cluster, C3H9N4 overall (wB97M-V/def2-TZVPD, the OMol25 dataset).

Orbital gap, eV: 9.624
Molar mass, g/mol: 101.133
ΔE to the lowest compared entry with this formula, charge and spin, eV: 3.396

```
! wB97M-V def2-TZVPD RIJCOSX def2/J DEFGRID3
* xyz 1 1
C -1.033 -1.940 -1.369
C -2.336 -1.565 -1.350
C -0.510 -1.155 -0.197
N -1.642 -0.447 0.323
N 0.696 -0.194 -0.342
N 0.650 1.624 1.482
N -2.633 -0.667 -0.369
H -0.552 -2.469 -2.094
H -3.152 -1.905 -1.898
H -0.377 -1.939 0.599
H 1.385 -0.932 -0.358
H 0.522 0.164 -1.309
H 0.878 0.941 0.585
H -0.387 1.287 1.479
H 0.791 2.652 1.118
H 0.988 1.606 2.483
*
```

---

Number 1: F_max 4.3 eV/A. Number 2: F_max 1.0 eV/A. Number 3: F_max 4.3 eV/A.